Record 1
{
  "formula": "C16H58N2O13",
  "method": "ωB97M-V with the def2-TZVPD basis set",
  "homo_energy_ev": -9.633,
  "spin_multiplicity": 1,
  "e_tot_ev": -47124.8575,
  "lumo_ev": 0.2,
  "e_above_lowest_kj_mol": 0.0,
  "species": ["C", "C", "O", "H", "H", "H", "H", "H", "H", "C", "C", "O", "H", "H", "H", "H", "H", "H", "C", "C", "O", "H", "H", "H", "H", "H", "H", "C", "O", "N", "N", "H", "H", "H", "H", "C", "O", "H", "H", "H", "H", "C", "O", "H", "H", "H", "H", "C", "O", "H", "H", "H", "H", "C", "O", "H", "H", "H", "H", "C", "O", "H", "H", "H", "H", "C", "O", "H", "H", "H", "H", "C", "O", "H", "H", "H", "H", "C", "O", "H", "H", "H", "H", "C", "O", "H", "H", "H", "H"],
  "coordinates": [[15.99598, -5.48482, 4.42506], [14.60958, -5.82886, 3.95935], [13.76186, -4.86377, 4.45898], [15.94326, -5.22061, 5.47444], [16.39935, -4.64472, 3.83680], [16.61548, -6.38252, 4.26886], [14.22496, -6.70342, 4.37008], [14.58986, -5.81002, 2.87994], [13.95983, -4.05323, 3.92710], [16.08148, -2.11943, -2.67887], [15.66845, -3.48012, -3.23813], [16.62616, -4.02594, -4.12617], [16.05298, -1.28524, -3.41983], [17.12595, -2.19354, -2.34401], [15.50989, -1.80569, -1.83127], [14.68883, -3.37053, -3.80841], [15.59008, -4.22837, -2.37282], [17.35550, -4.22813, -3.51493], [17.02958, -7.36301, -3.94892], [16.15007, -6.93809, -2.86978], [15.71528, -8.07402, -2.20410], [17.40928, -6.52601, -4.50529], [16.37246, -8.04018, -4.55115], [17.84823, -8.04157, -3.60691], [15.29834, -6.43071, -3.16316], [16.74441, -6.33952, -2.11799], [15.81236, -7.94529, -1.28896], [10.44288, -4.70804, 0.68007], [10.49718, -4.07898, -0.48293], [10.84357, -4.16128, 1.80074], [10.02994, -5.91968, 0.77471], [11.09463, -3.18866, 1.66144], [10.88933, -4.47472, 2.78181], [9.69621, -6.30141, -0.14838], [9.56302, -6.31275, 1.61198], [15.75235, -8.09627, 1.26272], [16.70771, -8.54163, 0.32816], [16.35079, -7.73267, 2.08182], [15.18683, -9.02601, 1.50874], [15.12707, -7.32019, 0.84618], [17.00282, -9.38000, 0.66501], [10.40896, -7.26702, -2.25092], [9.14510, -7.00838, -1.64780], [11.24542, -6.85606, -1.77123], [10.56681, -7.04654, -3.29360], [10.42099, -8.32924, -2.20568], [8.73758, -6.27356, -2.16154], [12.03316, -4.46096, -3.74429], [12.07582, -3.28274, -2.95642], [12.46121, -5.31975, -3.23999], [12.60309, -4.21504, -4.64026], [11.05428, -4.75784, -4.04221], [11.58046, -3.44679, -2.18280], [12.42764, -7.99843, 2.66409], [12.44922, -7.01947, 1.67326], [11.63430, -8.66816, 2.39500], [12.32779, -7.61022, 3.62611], [13.32617, -8.55956, 2.76712], [11.52268, -6.68989, 1.49754], [13.17705, -1.47579, -0.32598], [13.01733, -0.13249, 0.12270], [14.02760, -2.09197, 0.03176], [13.32026, -1.47308, -1.39943], [12.30457, -2.07262, -0.10453], [12.43853, 0.24656, -0.55558], [13.13952, -9.23272, -0.68446], [14.13382, -10.00271, -1.31771], [13.42124, -8.23451, -0.43109], [12.94998, -9.75818, 0.26210], [12.37339, -9.20335, -1.43962], [14.67886, -9.38529, -1.81610], [17.12417, -4.14276, 0.07595], [18.14818, -4.03369, -0.91676], [16.98460, -5.25207, 0.17014], [16.18013, -3.77410, -0.27087], [17.51243, -3.70402, 1.00550], [18.97680, -4.04710, -0.44589], [13.62178, -5.42165, -0.72450], [13.81278, -4.91434, 0.59685], [14.24778, -6.35495, -0.91880], [13.64499, -4.65720, -1.51079], [12.57090, -5.75879, -0.76382], [13.22231, -5.45425, 1.16930], [15.05273, -2.31895, 2.66632], [13.82110, -2.99011, 2.53018], [15.18700, -1.86616, 3.60856], [15.14098, -1.62753, 1.87716], [15.87973, -3.04162, 2.50921], [13.82504, -3.38805, 1.61626]]
}

***

Record 2
{
  "formula": "C11H12N2OsP",
  "method": "ωB97M-V with the def2-TZVPD basis set",
  "s2": 6.044,
  "homo_energy_ev": [-10.729, -12.108],
  "spin_multiplicity": 5,
  "e_tot_ev": -26324.8795,
  "lumo_ev": [-4.2, -5.2],
  "total_charge": 1,
  "e_above_lowest_kj_mol": 0.0,
  "species": ["C", "C", "C", "C", "C", "Os", "P", "H", "H", "H", "H", "H", "H", "H", "H", "N", "C", "C", "C", "C", "N", "C", "C", "H", "H", "H", "H"],
  "coordinates": [[-0.19326, -3.01270, 0.10773], [-0.43521, -3.09617, -1.37582], [-1.54961, -2.34375, -1.77979], [-2.27490, -1.89201, -0.65267], [-1.50195, -2.08260, 0.59466], [0.41285, -1.22607, 0.94338], [2.60587, -1.54367, 0.91496], [0.11165, -3.94487, 0.69798], [0.18513, -3.67734, -2.01972], [-1.77560, -2.06401, -2.79062], [-1.99707, -2.26999, 1.59465], [-3.23268, -1.38513, -0.70067], [3.35808, -0.66300, 0.05950], [3.16664, -2.84734, 0.58689], [3.09497, -1.24772, 2.26424], [0.03892, 6.25469, -0.01348], [-0.02632, 5.08392, 0.01783], [-0.04064, 3.61679, 0.09305], [-0.76825, 2.85493, -0.80097], [-0.68264, 1.44566, -0.73426], [0.08698, 0.82384, 0.20077], [0.72319, 1.58846, 1.09240], [0.72917, 2.99146, 1.05607], [-1.39431, 3.32404, -1.57135], [-1.23523, 0.78746, -1.40325], [1.24638, 0.98015, 1.85783], [1.34785, 3.54497, 1.76067]]
}

***

Record 3
{
  "formula": "C2H2AlO4",
  "method": "ωB97M-V with the def2-TZVPD basis set",
  "homo_energy_ev": -13.951,
  "spin_multiplicity": 1,
  "e_tot_ev": -16885.7235,
  "lumo_ev": -7.8,
  "total_charge": 1,
  "e_above_lowest_kj_mol": 0.0,
  "species": ["C", "O", "H", "H", "O", "C", "O", "O", "Al"],
  "coordinates": [[0.33884, 1.69890, -1.19843], [-0.07242, 0.57665, -1.49099], [-0.29765, 2.40016, -0.63289], [1.30296, 2.06050, -1.59322], [0.22361, -2.02767, 2.47456], [-0.16728, -1.55458, 1.40201], [-0.05323, -2.17415, 0.24689], [-0.60116, -0.30772, 1.27741], [-0.67368, -0.67210, -0.48535]]
}

***

Record 4
{
  "formula": "C4H8O2",
  "method": "ωB97M-V with the def2-TZVPD basis set",
  "homo_energy_ev": -9.236,
  "spin_multiplicity": 1,
  "e_tot_ev": -8370.6885,
  "smiles": "CO[C@H]1C[C@H]1O",
  "lumo_ev": 0.9,
  "e_above_lowest_kj_mol": 250.2,
  "species": ["C", "O", "C", "C", "C", "O", "H", "H", "H", "H", "H", "H", "H", "H"],
  "coordinates": [[1.54123, -0.20993, -0.95386], [0.18399, -0.37297, -1.28899], [-0.74323, -0.60333, -0.26596], [-0.43545, -0.44977, 1.20118], [-1.30222, 0.56366, 0.49695], [-0.80440, 1.84532, 0.27064], [1.93095, -1.02676, -0.33286], [1.72119, 0.73677, -0.41900], [2.08775, -0.17874, -1.90076], [-1.43041, -1.39602, -0.55418], [0.55664, -0.10769, 1.48634], [-0.88218, -1.15394, 1.89612], [-2.37069, 0.58672, 0.69708], [-0.05316, 1.76667, -0.33269]]
}

***

Record 5
{
  "formula": "C5H10O2",
  "method": "ωB97M-V with the def2-TZVPD basis set",
  "homo_energy_ev": -9.598,
  "spin_multiplicity": 1,
  "e_tot_ev": -9441.3256,
  "smiles": "CCO[C@@H](C)C=O",
  "lumo_ev": 1.0,
  "e_above_lowest_kj_mol": 165.7,
  "species": ["C", "C", "O", "C", "C", "C", "O", "H", "H", "H", "H", "H", "H", "H", "H", "H", "H"],
  "coordinates": [[-1.79408, 0.08872, -1.29690], [-0.81760, 1.14369, -0.77652], [-0.19651, 0.83717, 0.46733], [0.92242, -0.02088, 0.39266], [1.61949, 0.00013, 1.74593], [0.43791, -1.42688, 0.08645], [0.81499, -2.10328, -0.83811], [-2.54270, -0.13939, -0.53033], [-2.31381, 0.50054, -2.16897], [-1.32462, -0.84797, -1.61283], [-0.04922, 1.37751, -1.53107], [-1.38321, 2.05810, -0.57819], [1.60833, 0.28236, -0.41133], [2.53520, -0.60184, 1.72849], [1.87460, 1.02921, 2.00995], [0.95216, -0.39318, 2.52045], [-0.34335, -1.78401, 0.79300]]
}

***

Record 6
{
  "formula": "C16H39KN3O9S",
  "method": "ωB97M-V with the def2-TZVPD basis set",
  "homo_energy_ev": -3.256,
  "spin_multiplicity": 1,
  "e_tot_ev": -67283.8766,
  "lumo_ev": 1.9,
  "total_charge": -1,
  "e_above_lowest_kj_mol": 94.5,
  "species": ["K", "S", "O", "O", "O", "O", "O", "C", "O", "C", "C", "C", "H", "H", "H", "H", "H", "H", "C", "C", "C", "O", "C", "N", "H", "H", "H", "H", "H", "H", "H", "H", "H", "H", "H", "C", "C", "C", "O", "C", "N", "H", "H", "H", "H", "H", "H", "H", "H", "H", "H", "H", "C", "C", "C", "O", "C", "N", "H", "H", "H", "H", "H", "H", "H", "H", "H", "H", "H"],
  "coordinates": [[0.85022, 0.41840, -1.60020], [-1.41452, 2.84825, -2.21070], [-0.63565, 3.71591, -3.10787], [-1.68476, 1.48895, -2.79622], [-0.69730, 2.75367, -0.92001], [-2.80634, 3.32871, -2.06897], [0.73068, -2.20720, -0.75464], [0.31976, -2.88241, 0.14545], [1.04317, -3.85237, 0.69075], [0.29877, -4.67368, 1.62411], [-0.83405, -3.71468, 2.01882], [-1.05526, -2.89796, 0.77189], [1.01021, -4.93110, 2.40812], [0.10833, -5.58095, 1.04495], [-0.51186, -3.09079, 2.85192], [-1.71686, -4.26187, 2.35526], [-1.45284, -1.90998, 1.00356], [-1.71277, -3.34848, 0.02359], [0.68537, -1.82289, -5.93632], [-0.35280, -0.78326, -5.58484], [-1.78787, -1.20111, -5.97969], [-1.84843, -0.90856, -7.39053], [-3.01207, -1.41636, -8.01287], [-0.22914, -0.43956, -4.15943], [1.68681, -1.39195, -5.94149], [0.44944, -2.24776, -6.91653], [0.72430, -2.66498, -5.23718], [-0.07856, 0.13044, -6.11270], [-2.48538, -0.56235, -5.43139], [-1.97596, -2.27846, -5.91428], [-2.87188, -2.46012, -8.32242], [-3.13348, -0.87115, -8.95521], [-3.86624, -1.18786, -7.36933], [-0.57719, -1.25493, -3.64026], [-0.96558, 0.22532, -3.86557], [-1.96444, 0.60872, 3.38283], [-1.79216, 1.69257, 2.35032], [-1.01671, 2.89253, 2.86777], [-1.77823, 3.50775, 3.91656], [-1.06840, 4.54196, 4.53412], [-1.02800, 1.11122, 1.22244], [-2.55950, 0.90726, 4.24887], [-0.97925, 0.19735, 3.63169], [-2.51277, -0.25899, 3.00274], [-2.73849, 2.01227, 1.91104], [-0.70281, 3.62622, 2.12404], [-0.10017, 2.47245, 3.31696], [-0.15522, 4.14408, 5.00067], [-1.67836, 4.91931, 5.36138], [-0.85183, 5.40598, 3.89633], [-0.05543, 1.03733, 1.52378], [-0.98474, 1.74193, 0.40332], [2.28929, -0.82019, 2.45088], [2.54824, 0.70010, 2.34937], [3.94164, 1.13218, 2.81872], [4.41472, 0.58643, 4.02103], [3.57428, 0.80155, 5.13576], [2.34538, 1.00403, 0.92627], [1.28343, -1.04626, 2.10005], [2.25435, -1.16296, 3.49308], [3.06727, -1.37508, 1.92754], [1.73436, 1.16882, 2.90565], [4.03878, 2.22699, 2.76804], [4.65392, 0.79764, 2.05449], [3.67518, 1.82379, 5.51258], [3.94634, 0.13963, 5.91958], [2.52628, 0.54208, 4.97782], [2.22801, 2.00900, 0.76953], [3.24481, 0.84540, 0.46500]]
}

***

Record 7
{
  "formula": "C5H7N",
  "method": "ωB97M-V with the def2-TZVPD basis set",
  "homo_energy_ev": -9.284,
  "spin_multiplicity": 1,
  "e_tot_ev": -6785.3347,
  "smiles": "C1[C@H]2CN3[C@H]2[C@H]13",
  "lumo_ev": 1.2,
  "e_above_lowest_kj_mol": 306.6,
  "species": ["C", "C", "C", "N", "C", "C", "H", "H", "H", "H", "H", "H", "H"],
  "coordinates": [[0.27412, 0.92898, 0.82953], [0.13570, 0.59135, -0.68164], [0.86093, -0.73878, -0.77254], [-0.19076, -1.34160, 0.13714], [-1.11066, -0.28603, -0.34556], [-0.67322, -0.22743, 1.04700], [1.26158, 0.75959, 1.27699], [-0.08447, 1.92187, 1.10893], [0.18119, 1.37827, -1.43074], [1.92129, -0.79020, -0.48790], [0.73360, -1.20163, -1.75882], [-2.03395, -0.55424, -0.84289], [-1.27028, -0.44627, 1.92855]]
}

***

Record 8
{
  "formula": "C20H21NO4S",
  "method": "ωB97M-V with the def2-TZVPD basis set",
  "homo_energy_ev": -7.837,
  "spin_multiplicity": 1,
  "e_tot_ev": -41594.5476,
  "smiles": "CCCOc1ccn2c(C(C)=O)cc(-c3ccccc3S(C)(=O)=O)c2c1",
  "lumo_ev": 0.3,
  "e_above_lowest_kj_mol": 154.2,
  "species": ["C", "C", "C", "O", "C", "C", "C", "N", "C", "C", "C", "O", "C", "C", "C", "C", "C", "C", "C", "C", "S", "C", "O", "O", "C", "C", "H", "H", "H", "H", "H", "H", "H", "H", "H", "H", "H", "H", "H", "H", "H", "H", "H", "H", "H", "H", "H"],
  "coordinates": [[-3.66081, 0.60266, -1.70234], [-4.01522, 2.10096, -1.69864], [-3.12368, 2.93696, -0.76825], [-3.05315, 2.36826, 0.55762], [-1.88041, 1.81653, 1.02054], [-1.69380, 1.66251, 2.46943], [-0.62663, 0.97463, 3.02510], [0.38894, 0.50328, 2.19214], [1.59744, -0.15169, 2.49044], [2.21362, -0.40385, 3.79250], [3.58964, -1.05460, 3.91476], [1.62545, -0.14834, 4.84218], [2.17168, -0.52733, 1.30763], [1.28841, -0.08194, 0.22654], [1.51122, -0.33620, -1.17735], [1.66346, 0.79527, -1.97223], [1.89968, 0.68247, -3.34685], [1.95842, -0.57804, -3.87140], [1.76733, -1.75888, -3.11744], [1.51902, -1.61903, -1.75370], [1.25785, -3.09523, -0.76877], [-0.32290, -2.79989, 0.07619], [1.06094, -4.25640, -1.62976], [2.34832, -3.35828, 0.18334], [0.25974, 0.64226, 0.79475], [-0.85865, 1.37304, 0.20866], [-3.62129, 0.28244, -0.65090], [-4.41747, 0.07273, -2.29086], [-2.70544, 0.42692, -2.17764], [-5.06004, 2.19850, -1.43710], [-3.94901, 2.43605, -2.74617], [-2.18419, 3.12813, -1.27566], [-3.51704, 3.97061, -0.69692], [-2.46599, 2.02790, 3.09895], [-0.53980, 0.80002, 4.08584], [3.54056, -2.07683, 3.62810], [3.93129, -0.98314, 4.97023], [4.27078, -0.53849, 3.17713], [3.11209, -1.11033, 1.15324], [1.56656, 1.78602, -1.51939], [2.11306, 1.56354, -3.92815], [2.14625, -0.67084, -4.96636], [1.78955, -2.71416, -3.59028], [-1.08054, -2.54420, -0.65821], [-0.23694, -2.02520, 0.82837], [-0.67232, -3.71655, 0.56971], [-0.90598, 1.39771, -0.86905]]
}

***

Record 9
{
  "formula": "C4H3I3",
  "method": "ωB97M-V with the def2-TZVPD basis set",
  "homo_energy_ev": [-8.387, -8.386],
  "spin_multiplicity": 1,
  "e_tot_ev": -28492.4560,
  "lumo_ev": [-1.3, -1.3],
  "e_above_lowest_kj_mol": 366.5,
  "species": ["C", "C", "C", "C", "I", "I", "I", "H", "H", "H"],
  "coordinates": [[-0.77373, 1.53788, 0.08522], [-1.42990, 2.53258, 0.11570], [0.07751, 0.38190, 0.01383], [-0.24249, 4.47117, 2.95460], [1.54746, 4.33932, 1.96216], [-0.84744, 2.84554, 4.08553], [-2.37221, 4.26508, 0.57802], [-0.17058, -0.19419, -0.76188], [-0.09528, -0.41308, 0.91441], [1.10630, 0.48860, 0.08308]]
}